{
  "formula": "C32H37N8O2STi",
  "method": "ωB97M-V/def2-TZVPD",
  "symbols": ["Ti", "C", "C", "C", "C", "C", "N", "C", "C", "C", "N", "C", "C", "C", "C", "C", "C", "C", "C", "N", "C", "C", "C", "N", "C", "C", "C", "C", "O", "C", "O", "H", "H", "H", "H", "H", "H", "H", "H", "H", "H", "H", "H", "H", "H", "H", "H", "H", "H", "H", "H", "H", "H", "H", "H", "H", "H", "H", "H", "C", "C", "N", "N", "C", "N", "S", "C", "C", "C", "C", "C", "N", "H", "H", "H", "H", "H", "H", "H", "H", "H"],
  "coordinates": [[-0.3282, 0.2761, -0.9828], [-1.3041, -6.0708, 1.8400], [-1.3506, -4.6209, 1.3959], [-2.1379, -3.6834, 2.0614], [-2.1743, -2.3014, 1.7514], [-3.0739, -1.4888, 2.5126], [-2.9539, -0.1442, 2.8724], [-1.6711, 0.5060, 3.0993], [-0.7824, -0.2490, 4.1016], [0.6505, 0.2454, 4.0823], [1.3171, -0.1028, 2.7985], [2.5532, 0.0599, 2.6078], [3.1982, 0.2121, 1.3468], [4.5760, 0.4896, 1.3342], [5.2284, 0.8805, 0.1936], [6.7113, 1.1986, 0.1746], [4.4417, 1.0231, -0.9638], [3.0927, 0.7602, -1.0082], [2.3572, 0.9768, -2.2651], [1.0904, 0.9169, -2.4151], [0.6005, 1.0311, -3.8126], [0.0051, -0.3102, -4.3086], [0.3591, -1.5291, -3.4729], [-0.1567, -1.4580, -2.0723], [-0.1532, -2.5664, -1.4172], [-0.6947, -2.8342, -0.1041], [-0.6469, -4.1852, 0.2961], [-1.3783, -1.8664, 0.6573], [-1.3403, -0.5814, 0.3021], [2.4552, 0.2626, 0.1496], [1.2308, -0.1251, 0.1231], [-1.5055, -6.1624, 2.9098], [-0.3250, -6.5114, 1.6395], [-2.0520, -6.6737, 1.3107], [-2.7506, -4.0179, 2.9000], [-3.9368, -1.9943, 2.9328], [-3.7154, 0.2151, 3.4078], [-1.8690, 1.5170, 3.4574], [-1.1671, 0.5955, 2.1489], [-0.7967, -1.3123, 3.8569], [-1.1782, -0.1412, 5.1105], [1.2228, -0.1869, 4.8987], [0.6777, 1.3266, 4.1957], [0.7500, -0.1943, 1.9485], [3.1537, 0.1685, 3.5142], [5.1313, 0.4065, 2.2702], [7.1890, 0.9238, 1.1163], [6.8800, 2.2665, 0.0129], [7.2195, 0.6620, -0.6303], [4.9220, 1.3698, -1.8800], [2.9700, 1.2087, -3.1327], [1.4208, 1.3318, -4.4511], [-0.1565, 1.8035, -3.8586], [0.3684, -0.4913, -5.3195], [-1.0683, -0.2313, -4.3609], [1.4424, -1.6541, -3.4379], [-0.0525, -2.4058, -3.9591], [0.2226, -3.4497, -1.9305], [-0.0854, -4.8963, -0.3092], [-3.3069, 3.2495, -2.0728], [-2.2016, 2.4528, -1.4807], [-1.9671, 1.2224, -1.8237], [-2.6811, 0.7663, -2.8763], [-3.1968, -0.4780, -2.8847], [-3.5421, -0.8328, -4.1672], [-3.4750, -1.5614, -1.6216], [-1.3128, 3.0255, -0.4648], [-1.5115, 4.3024, 0.0399], [-0.6673, 4.7982, 1.0113], [0.3722, 4.0028, 1.4605], [0.5090, 2.7523, 0.9104], [-0.3026, 2.2504, -0.0292], [-3.9767, 2.5928, -2.6102], [-2.9198, 3.9972, -2.7755], [-3.8699, 3.7736, -1.2941], [-3.6201, -0.0880, -4.8414], [-4.2044, -1.5816, -4.2384], [-2.3350, 4.8981, -0.3364], [-0.8104, 5.7958, 1.4095], [1.0694, 4.3463, 2.2155], [1.3183, 2.1215, 1.2310]],
  "atomic_forces_ev_per_a": [[-0.64, 0.30, 0.10], [-0.16, 0.15, -0.10], [-0.20, -0.18, 0.26], [-0.04, 0.02, 0.18], [-0.14, -0.09, 0.17], [0.09, 0.54, 0.30], [0.48, -0.70, -0.60], [-0.35, -0.34, 0.28], [-0.04, 0.00, -0.21], [-0.11, -0.44, -0.17], [-2.49, 0.26, 0.45], [2.38, 0.13, -0.12], [0.25, -0.16, 0.48], [0.24, 0.05, 0.32], [0.31, 0.09, -0.24], [-0.23, -0.04, -0.06], [0.63, 0.21, -0.17], [-0.36, 0.13, -0.60], [0.26, -0.12, 0.58], [0.55, 0.26, -0.99], [-0.07, -0.43, 0.37], [0.17, 0.08, 0.20], [0.00, 0.19, 0.47], [0.55, -0.76, -0.53], [-0.24, 0.01, -0.10], [0.31, -0.04, -0.14], [0.01, 0.02, -0.21], [0.05, 0.49, -0.23], [-0.34, -1.11, 1.15], [-0.37, -0.26, -0.27], [1.01, 0.01, 0.77], [0.02, 0.02, -0.10], [-0.07, 0.06, 0.01], [0.11, 0.13, 0.07], [0.14, 0.05, -0.14], [0.08, 0.08, 0.02], [-0.26, 0.04, 0.18], [0.00, 0.04, 0.02], [0.15, 0.08, -0.34], [-0.01, -0.05, 0.03], [-0.01, 0.00, 0.06], [0.15, -0.10, 0.00], [0.07, 0.21, -0.08], [-0.13, -0.14, 0.05], [0.06, 0.08, -0.21], [-0.11, 0.04, -0.18], [-0.08, 0.01, -0.07], [-0.02, -0.07, 0.01], [-0.06, 0.02, 0.07], [-0.03, -0.04, 0.15], [0.19, 0.01, -0.09], [0.30, 0.12, -0.14], [-0.20, 0.15, 0.08], [0.00, -0.02, -0.05], [-0.32, 0.04, -0.03], [0.15, -0.04, 0.09], [-0.13, -0.20, -0.05], [-0.01, -0.17, -0.06], [-0.06, 0.14, 0.11], [-0.10, 0.36, 0.13], [0.11, -0.02, 0.06], [-1.37, 0.26, -0.61], [0.01, -0.06, -0.21], [0.35, 0.14, 0.04], [0.00, -0.06, 0.06], [-0.18, 0.27, -0.36], [-0.15, -0.17, -0.12], [-0.28, 0.41, -0.02], [-0.10, 0.20, 0.00], [0.12, 0.19, 0.18], [-0.04, -0.30, -0.21], [0.12, 0.56, 0.43], [-0.06, -0.07, -0.06], [-0.05, -0.05, 0.06], [0.08, -0.03, -0.11], [-0.02, 0.04, 0.03], [-0.10, -0.14, -0.04], [0.16, -0.04, 0.08], [-0.03, -0.06, -0.03], [-0.06, -0.03, -0.08], [0.14, -0.17, 0.02]],
  "total_charge": 1,
  "de_lowest_kcal_mol": 30.48,
  "spin_multiplicity": 3,
  "gap_ev": [4.27, 5.50],
  "homo_energy_ev": [-7.9, -9.1]
}



{
  "formula": "C32H38BF4N5O3PSc",
  "method": "ωB97M-V/def2-TZVPD",
  "symbols": ["Sc", "N", "C", "C", "O", "N", "C", "C", "O", "O", "H", "H", "H", "H", "H", "H", "C", "C", "C", "C", "C", "C", "P", "C", "C", "C", "C", "C", "C", "C", "C", "C", "C", "C", "C", "C", "C", "C", "C", "H", "H", "H", "H", "H", "H", "H", "H", "H", "H", "H", "H", "H", "H", "H", "H", "N", "C", "C", "C", "N", "C", "C", "N", "C", "H", "H", "H", "H", "H", "H", "H", "H", "H", "H", "H", "H", "H", "H", "H", "H", "F", "B", "F", "F", "F"],
  "coordinates": [[4.1321, -14.1725, -9.6562], [3.6704, -12.6428, -11.3632], [2.3123, -12.0823, -11.3833], [1.7855, -12.0707, -10.0110], [0.8745, -11.2918, -9.8225], [2.4217, -12.8857, -9.1193], [2.0204, -12.7284, -7.7180], [3.2312, -12.8949, -6.8991], [3.0981, -12.8674, -5.5806], [4.3060, -12.9633, -7.4471], [3.9392, -13.0470, -12.2478], [4.3724, -11.9408, -11.0301], [2.2678, -11.0481, -11.8387], [1.7175, -12.6809, -12.1338], [1.6179, -11.7337, -7.7113], [1.1894, -13.4852, -7.3894], [-2.7406, -15.3867, -11.4075], [-2.0483, -16.3984, -12.1375], [-0.6776, -16.4801, -12.1740], [0.0885, -15.5081, -11.4736], [-0.5257, -14.4536, -10.8523], [-1.9476, -14.3961, -10.7390], [1.9213, -15.7118, -11.2724], [2.1350, -17.5117, -10.9915], [2.9603, -18.3165, -11.7374], [3.0054, -19.6908, -11.5364], [2.3173, -20.2468, -10.4795], [1.6106, -19.3837, -9.6467], [1.4924, -18.0381, -9.8877], [2.7247, -15.6301, -12.9431], [2.0143, -16.0018, -14.1356], [2.6623, -16.1910, -15.3292], [4.0214, -16.0694, -15.3427], [4.8031, -15.8755, -14.2021], [6.1716, -15.6105, -14.3411], [6.8929, -15.2792, -13.2261], [6.2671, -15.2375, -11.9369], [4.8631, -15.3454, -11.7745], [4.1613, -15.6715, -12.9813], [-3.7703, -15.3112, -11.4364], [-2.6340, -17.1161, -12.7690], [-0.2024, -17.3088, -12.6322], [0.1053, -13.7284, -10.2345], [-2.4195, -13.6286, -10.0899], [3.5315, -17.9065, -12.5475], [3.4805, -20.4182, -12.2245], [2.4096, -21.2756, -10.2189], [1.0595, -19.7607, -8.7677], [0.8515, -17.3509, -9.3100], [0.9078, -16.0978, -14.0947], [2.1776, -16.5031, -16.2058], [4.5323, -16.4368, -16.2053], [6.6455, -15.7621, -15.3014], [7.9415, -15.0461, -13.4018], [6.8728, -14.9443, -11.1280], [5.4318, -14.5671, -4.5242], [5.3053, -15.2466, -5.8754], [6.5082, -16.0817, -6.3511], [6.2505, -16.5970, -7.7576], [6.0578, -15.5123, -8.7507], [4.9571, -17.4776, -7.8084], [3.7757, -16.7252, -7.2627], [3.1784, -15.7847, -8.2426], [4.0734, -16.0904, -5.9249], [6.1850, -13.9197, -4.6179], [5.7120, -15.3017, -3.8195], [3.8131, -13.2338, -5.0928], [5.1003, -14.4337, -6.5886], [6.6674, -16.9357, -5.6516], [7.4728, -15.6059, -6.3046], [7.0220, -17.3063, -8.0889], [6.2158, -15.7986, -9.7348], [6.7792, -14.8036, -8.6488], [5.0313, -18.3095, -7.0946], [4.6537, -17.9442, -8.7348], [3.0240, -17.4931, -6.9820], [2.3702, -15.3491, -7.8497], [2.7356, -16.4114, -8.9353], [4.1382, -16.8513, -5.0682], [3.2267, -15.4858, -5.5789], [7.5474, -12.8742, -8.3564], [7.1166, -12.2033, -9.5071], [6.6157, -10.9616, -9.2111], [8.0038, -12.2684, -10.5286], [5.8737, -13.0851, -9.9363]],
  "atomic_forces_ev_per_a": [[-0.06, 0.04, -0.58], [0.61, 0.52, 0.59], [0.95, -0.06, -2.75], [0.35, -0.36, 0.66], [-1.28, 0.55, 1.25], [-0.24, -0.41, -0.23], [-1.79, -1.46, -1.47], [0.43, 0.94, 0.71], [-2.45, 0.52, -1.05], [1.00, -0.61, -0.48], [0.30, 0.20, -0.16], [-0.77, -0.75, -0.80], [0.13, -0.92, 0.83], [0.26, 0.26, 1.14], [-0.52, 0.66, 0.97], [1.26, 1.34, -0.39], [4.23, 0.79, 0.08], [-1.66, 0.07, -0.60], [-0.07, 1.27, 1.42], [0.69, -1.39, -1.13], [-0.62, 1.15, 2.17], [-0.28, -0.97, -0.61], [0.76, 0.69, -0.85], [-0.01, 0.93, 0.17], [0.26, -0.74, -1.00], [0.05, -0.99, -0.40], [0.00, 1.15, 0.68], [-1.06, -0.82, 1.57], [-0.50, 0.38, -0.20], [-1.16, -1.69, -1.95], [-1.12, 1.27, 2.96], [1.36, 0.15, 0.44], [-0.04, -1.57, -0.38], [-0.45, 1.03, -0.80], [0.74, -0.58, 0.88], [-0.05, -0.34, -0.22], [-1.88, 0.07, -1.67], [1.89, 0.08, 0.79], [-1.24, 1.34, 1.69], [-1.95, -0.03, 0.14], [0.49, 0.63, 0.88], [0.39, -0.59, -0.47], [-1.08, -0.99, -1.09], [0.39, -0.52, -0.75], [0.03, 0.10, -0.27], [0.14, 1.00, 0.37], [-0.16, -0.64, -0.09], [0.43, -0.09, -0.51], [0.17, -0.72, 0.00], [0.92, 0.15, -0.02], [-0.82, -0.21, -0.97], [0.41, 0.41, -0.83], [0.01, 0.28, -0.09], [-0.05, -0.04, 0.55], [0.84, 0.39, 0.77], [-0.39, -2.19, -0.58], [0.64, 1.01, 0.16], [-0.35, -0.54, 0.57], [-1.16, -1.71, -1.57], [0.41, 0.56, -0.64], [0.13, 0.36, 1.41], [-1.07, -0.63, 0.97], [0.14, -1.00, -0.73], [-0.43, -0.39, 2.19], [0.72, 0.47, 0.22], [-0.37, 1.22, -0.87], [1.98, -0.69, 0.82], [0.82, -0.40, 0.41], [-0.43, 0.17, -0.48], [0.24, 0.87, -0.15], [0.38, 0.52, 0.20], [-0.25, -0.64, 0.94], [0.05, 0.24, 0.45], [0.52, 0.01, -0.18], [0.52, 0.16, -0.75], [-0.02, 0.31, -0.60], [-0.66, 0.49, 0.63], [0.51, 0.44, 0.14], [0.00, 0.42, -1.39], [-0.10, 0.06, -0.28], [0.04, 0.01, -0.28], [-0.32, -0.20, 1.00], [0.01, -0.29, -0.38], [-0.11, -0.01, -0.18], [0.36, 0.51, 0.04]],
  "total_charge": 0,
  "de_lowest_kcal_mol": 1.79,
  "spin_multiplicity": 1,
  "gap_ev": 7.90,
  "homo_energy_ev": -7.7
}



{
  "formula": "C32H38BaFN6O5S5",
  "method": "ωB97M-V/def2-TZVPD",
  "symbols": ["Ba", "C", "C", "S", "C", "C", "S", "C", "C", "S", "H", "H", "H", "H", "H", "H", "H", "H", "H", "H", "H", "H", "F", "C", "C", "C", "C", "O", "C", "C", "N", "C", "C", "C", "C", "C", "C", "N", "C", "C", "N", "C", "C", "C", "O", "O", "H", "H", "H", "H", "H", "H", "H", "H", "H", "H", "H", "H", "H", "H", "H", "H", "H", "H", "N", "C", "C", "C", "C", "C", "C", "S", "O", "O", "N", "C", "S", "C", "C", "N", "H", "H", "H", "H", "H", "H", "H", "H"],
  "coordinates": [[-1.3552, -1.5419, -1.8944], [-3.5097, -4.4030, -3.7164], [-2.7323, -4.1966, -5.0086], [-1.3361, -3.0138, -4.9552], [0.0935, -4.1529, -5.0877], [1.1734, -4.0342, -4.0252], [0.6788, -4.2116, -2.2890], [-0.0009, -5.9058, -2.2387], [-1.4275, -6.1298, -2.7477], [-2.5891, -4.8277, -2.2034], [-4.2692, -5.1681, -3.8837], [-4.0098, -3.4824, -3.4202], [-3.4257, -3.7953, -5.7489], [-2.3520, -5.1359, -5.4054], [0.5533, -3.9343, -6.0523], [-0.2975, -5.1657, -5.1347], [1.6503, -3.0560, -4.0658], [1.9350, -4.7930, -4.2188], [0.0504, -6.1666, -1.1814], [0.6905, -6.5522, -2.7815], [-1.7928, -7.0793, -2.3574], [-1.4605, -6.1840, -3.8313], [0.1336, 2.0677, 3.7731], [0.9286, 1.9802, 2.6815], [0.6861, 1.0075, 1.7542], [1.5062, 0.8673, 0.6382], [1.1890, -0.1580, -0.3710], [0.3829, -1.0629, -0.1442], [1.9561, -0.0292, -1.5890], [3.0481, 0.7657, -1.6219], [3.4222, 1.6096, -0.6183], [4.6919, 2.2892, -0.6511], [4.7765, 3.7438, -1.0309], [5.3235, 2.6898, -1.9440], [2.6010, 1.7324, 0.4882], [2.8193, 2.7344, 1.4419], [1.9855, 2.8852, 2.5393], [2.1996, 3.9518, 3.4376], [3.5112, 4.2542, 3.9660], [3.8042, 5.7528, 3.7031], [2.4865, 6.4069, 3.4335], [1.4799, 6.0204, 4.4694], [1.1392, 4.5234, 4.2451], [1.6276, -0.8188, -2.8504], [2.5586, -1.1154, -3.5976], [0.3925, -1.0925, -3.0185], [-0.1552, 0.3366, 1.8818], [3.6788, 0.7387, -2.4987], [5.3630, 1.9429, 0.1276], [5.4633, 4.3871, -0.4952], [3.8572, 4.2245, -1.3404], [6.3945, 2.5687, -2.0172], [4.8005, 2.5135, -2.8727], [3.6406, 3.4237, 1.2978], [4.2662, 3.6311, 3.4963], [3.5445, 4.0547, 5.0434], [4.4404, 5.9056, 2.8331], [4.2615, 6.2354, 4.5643], [2.1464, 6.0161, 2.5496], [2.5784, 7.4167, 3.3422], [0.5998, 6.6506, 4.3670], [1.9191, 6.2038, 5.4479], [0.1945, 4.4286, 3.7160], [1.0275, 4.0304, 5.2156], [-5.2809, -4.0082, 4.2118], [-4.9456, -3.2992, 3.0820], [-3.6672, -3.4199, 2.5196], [-3.3427, -2.7338, 1.3695], [-4.2901, -1.9222, 0.7577], [-5.5593, -1.7936, 1.2982], [-5.8881, -2.4799, 2.4501], [-3.8309, -0.9870, -0.6615], [-4.8483, -0.0271, -0.9814], [-3.5261, -1.9507, -1.7231], [-2.4336, -0.3421, -0.2898], [-2.1968, 0.9769, -0.2165], [-3.1925, 2.1079, 0.7096], [-2.0839, 3.3720, 0.3038], [-1.0858, 2.8787, -0.4637], [-1.1521, 1.5421, -0.7566], [-4.5385, -4.3844, 4.7732], [-6.1017, -3.7233, 4.7156], [-2.9339, -4.0576, 2.9983], [-2.3513, -2.8312, 0.9428], [-6.2793, -1.1548, 0.8026], [-6.8812, -2.3860, 2.8718], [-2.2596, 4.3870, 0.6211], [-0.2685, 3.4527, -0.8806]],
  "atomic_forces_ev_per_a": [[3.00, -3.55, -2.07], [0.11, -0.16, 0.23], [0.22, 0.29, -0.05], [-0.15, -0.48, 0.08], [-0.05, 0.24, -0.09], [-0.07, -0.07, 0.27], [-0.08, -0.35, -0.24], [0.13, 0.43, 0.03], [-0.27, 0.29, 0.12], [0.15, -0.12, -0.14], [-0.06, 0.06, -0.05], [-0.11, -0.02, -0.06], [-0.05, -0.11, -0.02], [-0.05, -0.01, -0.06], [0.06, -0.09, 0.00], [-0.01, 0.00, -0.05], [0.05, -0.01, -0.03], [0.04, 0.05, -0.09], [0.04, -0.08, -0.01], [0.00, -0.10, 0.09], [0.05, -0.07, -0.07], [0.01, -0.01, 0.00], [0.00, 0.02, 0.03], [0.02, -0.03, -0.01], [-0.12, -0.09, 0.09], [0.08, 0.10, 0.09], [0.56, 0.07, -0.09], [0.65, 0.29, 0.72], [-0.27, -0.22, -0.16], [0.00, 0.02, 0.15], [-0.04, 0.01, -0.26], [0.06, 0.03, 0.04], [-0.07, 0.15, 0.06], [0.03, -0.06, -0.09], [-0.19, -0.06, 0.12], [0.10, 0.05, 0.06], [0.04, -0.14, -0.19], [0.00, 0.11, 0.05], [-0.08, 0.02, 0.02], [0.25, -0.30, 0.10], [-0.07, 0.03, -0.03], [-0.25, -0.21, 0.21], [0.03, -0.01, -0.08], [0.62, 0.06, -0.20], [-0.13, 0.11, 0.09], [4.30, 1.46, -2.46], [0.02, -0.02, -0.03], [0.05, -0.04, 0.03], [0.03, 0.02, -0.02], [0.03, -0.07, 0.01], [-0.02, -0.06, -0.01], [0.00, 0.01, 0.03], [-0.07, -0.01, 0.05], [-0.03, 0.03, 0.00], [0.02, 0.02, -0.02], [0.02, 0.00, 0.00], [-0.07, 0.03, -0.04], [-0.06, 0.09, -0.02], [0.02, 0.08, -0.06], [0.01, 0.03, 0.02], [0.04, 0.04, -0.06], [0.11, 0.03, -0.06], [0.00, 0.02, -0.03], [-0.01, 0.04, 0.01], [-0.04, -0.04, -0.03], [-0.04, 0.08, -0.09], [0.02, -0.02, 0.02], [-0.05, -0.09, -0.02], [0.09, 0.19, -0.10], [-0.03, 0.06, -0.16], [0.03, -0.07, 0.08], [-1.67, 0.82, 1.17], [-0.20, -0.02, 0.15], [-4.18, -0.59, 0.59], [-2.36, 0.92, 2.10], [-0.40, 1.26, 0.59], [0.36, -0.02, -0.23], [-0.17, -0.13, 0.19], [-0.02, 0.01, -0.06], [0.05, -0.23, -0.16], [0.00, 0.01, 0.03], [0.01, -0.01, 0.04], [0.01, 0.00, -0.02], [0.03, 0.00, 0.08], [0.00, 0.01, 0.06], [0.00, 0.00, -0.01], [0.04, 0.01, -0.07], [-0.04, 0.04, 0.03]],
  "total_charge": 1,
  "de_lowest_kcal_mol": 60.96,
  "spin_multiplicity": 1,
  "gap_ev": 6.40,
  "homo_energy_ev": -9.6
}